1.
Here is a structure of composition C15H25IN6S2Se4V from the OMol25 dataset. Energies are from wB97M-V/def2-TZVPD.

Positions of all 54 atoms, in Å:
V (0.17, 0.77, 0.20)
C (-2.68, -0.31, 0.98)
C (-1.67, -1.40, 1.32)
N (-0.35, -0.87, 1.68)
C (-0.20, -0.43, 3.08)
C (-0.87, 0.90, 3.39)
S (-0.51, 2.20, 2.15)
C (-2.17, 2.70, 1.61)
C (-2.64, 2.05, 0.30)
N (-2.09, 0.71, 0.10)
H (-3.56, -0.77, 0.53)
H (-3.02, 0.18, 1.89)
H (-2.07, -2.04, 2.12)
H (-1.52, -2.03, 0.44)
H (0.33, -1.60, 1.51)
H (-0.59, -1.19, 3.78)
H (0.88, -0.34, 3.26)
H (-1.95, 0.80, 3.48)
H (-0.51, 1.25, 4.35)
H (-2.85, 2.51, 2.44)
H (-2.13, 3.78, 1.48)
H (-3.74, 2.04, 0.29)
H (-2.31, 2.66, -0.55)
H (-2.16, 0.42, -0.87)
Se (4.41, -0.15, -1.71)
Se (3.06, 0.64, -3.45)
Se (2.18, 2.67, -2.72)
Se (0.03, 2.33, -1.81)
C (-2.19, -1.34, -5.11)
C (-2.47, -1.84, -3.69)
C (-1.24, -1.81, -2.85)
N (-1.05, -0.95, -1.92)
N (0.17, -1.04, -1.30)
C (0.90, -2.02, -1.79)
N (2.12, -2.40, -1.36)
S (0.10, -2.88, -3.07)
H (-3.10, -1.37, -5.71)
H (-1.44, -1.95, -5.61)
H (-1.83, -0.31, -5.08)
H (-2.88, -2.85, -3.72)
H (-3.20, -1.20, -3.20)
H (2.85, -1.63, -1.30)
H (2.53, -3.14, -1.92)
I (2.41, 3.93, 0.69)
C (2.95, 2.00, 1.25)
C (4.11, 1.87, 2.01)
C (4.54, 0.61, 2.39)
C (3.83, -0.49, 1.94)
C (2.73, -0.26, 1.13)
N (2.24, 0.96, 0.84)
H (4.66, 2.76, 2.29)
H (5.42, 0.50, 2.99)
H (4.14, -1.50, 2.14)
H (2.21, -1.10, 0.70)

Computed properties:
* ΔE to the lowest compared entry with this formula, charge and spin: 0.00 kJ/mol
* ⟨S²⟩: 3.763
* spin multiplicity: 4
* calculated total energy: -12558.9981 hartree
* net charge: 0

How positive or negative is each atom? The Mulliken charges in e answer that:
1. V 0.277
2. C -0.778
3. C -1.045
4. N 0.128
5. C -0.814
6. C -0.731
7. S -0.083
8. C -0.701
9. C -0.779
10. N 0.262
11. H 0.447
12. H 0.375
13. H 0.475
14. H 0.330
15. H 0.290
16. H 0.391
17. H 0.288
18. H 0.359
19. H 0.601
20. H 0.459
21. H 0.493
22. H 0.419
23. H 0.288
24. H 0.271
25. Se -0.563
26. Se -0.221
27. Se -0.183
28. Se -0.367
29. C -1.126
30. C -0.501
31. C 0.174
32. N -0.345
33. N 0.376
34. C 0.072
35. N -0.212
36. S -0.231
37. H 0.364
38. H 0.346
39. H 0.324
40. H 0.328
41. H 0.203
42. H -0.144
43. H 0.344
44. I 0.150
45. C -0.195
46. C -0.641
47. C -0.509
48. C -1.174
49. C -0.159
50. N 0.777
51. H 0.413
52. H 0.426
53. H 0.489
54. H 0.571



2.
Here is a structure of composition C15H25INO3P2PtS2 at a distorted geometry from the OMol25 dataset. Energies are from wB97M-V/def2-TZVPD.

Positions of all 50 atoms, in Å:
C (0.12, 0.36, -3.53)
I (4.27, -0.62, -0.73)
H (1.12, 0.47, -3.91)
H (-0.43, 1.29, -3.71)
H (-0.42, -0.46, -4.02)
Pt (-0.08, 0.05, -1.42)
P (0.41, 2.39, -1.34)
C (-1.05, 3.30, -0.78)
C (1.76, 2.74, -0.19)
H (2.05, 3.79, -0.37)
H (1.55, 4.15, -2.56)
H (2.60, 2.03, -0.36)
H (1.74, 2.56, -3.38)
H (-1.26, 2.94, 0.24)
H (1.38, 2.60, 0.83)
C (1.03, 3.22, -2.87)
H (-0.82, 4.38, -0.80)
H (0.19, 3.44, -3.56)
H (-1.92, 3.08, -1.42)
P (0.52, -2.28, -1.88)
C (-0.72, -3.43, -1.20)
C (0.74, -2.75, -3.62)
H (2.82, -2.16, -1.23)
H (2.50, -3.80, -1.80)
H (1.99, -3.29, -0.15)
C (2.07, -2.99, -1.20)
H (1.45, -2.04, -4.07)
H (1.17, -3.76, -3.70)
H (-0.55, -4.46, -1.53)
H (-1.73, -3.13, -1.52)
H (-0.21, -2.70, -4.16)
H (-0.71, -3.39, -0.10)
C (-1.81, 0.27, -0.71)
O (-2.86, 0.46, -0.23)
O (-2.88, 2.25, 2.67)
S (-1.50, 1.97, 2.96)
O (-0.64, 3.03, 3.44)
N (-0.71, 1.25, 1.61)
C (-0.16, 0.09, 1.90)
S (0.69, -0.78, 0.70)
C (-0.47, -0.43, 3.25)
C (-0.25, -1.71, 3.81)
C (-0.88, -1.98, 5.04)
C (-1.73, -1.02, 5.67)
C (-1.98, 0.23, 5.09)
C (-1.29, 0.51, 3.91)
H (0.39, -2.43, 3.25)
H (-0.65, -2.95, 5.49)
H (-2.19, -1.25, 6.63)
H (-2.66, 0.97, 5.54)

Computed properties:
* ⟨S²⟩: 6.069
* spin multiplicity: 5
* calculated total energy: -2761.9274 hartree
* net charge: +3

How positive or negative is each atom? The Mulliken charges in e answer that:
1. C -1.572
2. I 0.325
3. H 0.421
4. H 0.529
5. H 0.500
6. Pt 1.270
7. P 0.809
8. C -0.838
9. C -0.949
10. H 0.534
11. H 0.489
12. H 0.079
13. H 0.343
14. H -0.045
15. H 0.217
16. C -1.189
17. H 0.480
18. H 0.417
19. H 0.355
20. P 0.813
21. C -1.241
22. C -1.443
23. H -0.858
24. H 0.468
25. H 0.436
26. C -0.092
27. H 0.405
28. H 0.510
29. H 0.442
30. H 0.391
31. H 0.399
32. H 0.333
33. C 0.183
34. O -0.392
35. O -0.508
36. S 1.026
37. O -0.533
38. N -0.043
39. C 0.244
40. S -0.158
41. C 0.422
42. C -0.656
43. C -0.528
44. C -0.498
45. C -0.589
46. C 0.395
47. H 0.451
48. H 0.455
49. H 0.484
50. H 0.509



3.
Here is a cluster of 3 separate species, C15H25N2O11S2 in total at a distorted geometry from the OMol25 dataset. Energies are from wB97M-V/def2-TZVPD.

Positions of all 55 atoms, in Å:
C (4.50, -0.19, 1.34)
O (3.49, 0.91, 1.22)
C (3.26, 1.02, -0.23)
C (1.85, 1.79, -0.63)
C (2.32, 2.54, -2.05)
O (2.94, 3.76, -2.03)
O (2.15, 1.93, -3.39)
C (1.21, 2.89, 0.41)
O (1.22, 4.23, 0.43)
O (0.47, 2.21, 1.48)
C (-0.06, 0.96, 0.85)
N (-1.57, 0.73, 0.98)
C (0.50, 0.82, -0.72)
O (0.70, -0.64, -0.84)
N (0.88, -1.01, -2.12)
O (1.79, -1.86, -2.07)
H (5.33, -0.11, 0.52)
H (3.88, -1.19, 1.12)
H (5.00, -0.23, 2.40)
H (3.24, -0.07, -0.68)
H (4.14, 1.64, -0.71)
H (0.59, 0.12, 1.38)
H (-2.01, 0.88, 0.03)
H (-1.67, -0.32, 1.12)
H (-0.25, 1.36, -1.44)
C (1.09, -6.07, -2.12)
C (0.48, -7.16, -3.02)
C (-1.04, -7.04, -2.92)
S (-1.38, -5.33, -2.55)
O (-1.97, -5.25, -1.23)
O (-1.99, -4.71, -3.71)
C (0.32, -4.80, -2.45)
H (2.16, -5.95, -2.30)
H (0.94, -6.34, -1.07)
H (0.80, -7.00, -4.05)
H (0.82, -8.16, -2.72)
H (-1.52, -7.32, -3.86)
H (-1.43, -7.65, -2.10)
H (0.42, -4.03, -1.69)
H (0.60, -4.41, -3.43)
C (-3.42, 5.34, 3.74)
C (-2.03, 4.72, 3.89)
C (-1.94, 3.56, 2.90)
S (-3.04, 3.95, 1.56)
O (-4.12, 2.98, 1.55)
O (-2.26, 4.24, 0.37)
C (-3.65, 5.48, 2.24)
H (-3.49, 6.30, 4.25)
H (-4.17, 4.67, 4.17)
H (-1.27, 5.48, 3.64)
H (-1.84, 4.39, 4.91)
H (-0.92, 3.44, 2.52)
H (-2.27, 2.62, 3.36)
H (-4.70, 5.61, 1.98)
H (-3.05, 6.29, 1.82)

Computed properties:
* spin multiplicity: 1
* calculated total energy: -2319.8203 hartree
* net charge: -1

How positive or negative is each atom? The Mulliken charges in e answer that:
1. C -0.633
2. O -0.332
3. C -0.668
4. C 1.295
5. C 0.068
6. O -0.643
7. O -0.729
8. C 0.048
9. O -0.574
10. O -0.320
11. C -0.487
12. N -0.474
13. C -0.139
14. O -0.058
15. N 0.072
16. O -0.307
17. H 0.280
18. H 0.246
19. H 0.227
20. H 0.287
21. H 0.369
22. H 0.302
23. H 0.306
24. H 0.321
25. H 0.459
26. C -0.685
27. C -0.633
28. C -0.632
29. S 1.192
30. O -0.672
31. O -0.674
32. C -0.329
33. H 0.334
34. H 0.333
35. H 0.299
36. H 0.323
37. H 0.331
38. H 0.350
39. H 0.123
40. H 0.340
41. C -0.595
42. C -0.808
43. C 0.012
44. S 1.173
45. O -0.682
46. O -0.641
47. C -0.745
48. H 0.360
49. H 0.279
50. H 0.310
51. H 0.352
52. H -0.063
53. H 0.404
54. H 0.391
55. H 0.336



4.
Here is an isolated molecule of C15H25N3O3S2 at a distorted geometry from the OMol25 dataset. Energies are from wB97M-V/def2-TZVPD.

Positions of all 48 atoms, in Å:
C (0.71, 2.14, -2.16)
C (1.76, 1.74, -2.86)
C (2.12, 0.29, -2.98)
H (2.36, 0.02, -4.01)
H (1.34, -0.36, -2.59)
S (3.68, -0.09, -2.07)
C (3.11, 0.09, -0.45)
N (3.82, 0.29, 0.61)
N (2.95, 0.33, 1.65)
C (1.76, 0.17, 1.16)
O (1.79, 0.00, -0.18)
C (0.45, 0.16, 1.87)
N (-0.34, -0.97, 1.44)
C (-1.05, -0.93, 0.27)
O (-1.25, 0.08, -0.36)
O (-1.48, -2.16, -0.03)
C (-2.32, -2.38, -1.19)
C (-3.62, -1.59, -1.07)
H (-4.12, -1.85, -0.14)
H (-3.41, -0.52, -1.07)
H (-4.27, -1.83, -1.90)
C (-2.60, -3.88, -1.16)
H (-1.66, -4.44, -1.22)
H (-3.23, -4.16, -2.00)
H (-3.10, -4.15, -0.24)
C (-1.56, -2.00, -2.46)
H (-1.38, -0.93, -2.49)
H (-0.61, -2.53, -2.51)
H (-2.15, -2.27, -3.33)
H (-0.11, -1.88, 1.80)
C (0.66, 0.15, 3.38)
C (-0.62, 0.52, 4.12)
H (-0.48, 0.44, 5.20)
H (-1.44, -0.12, 3.81)
S (-1.18, 2.22, 3.76)
C (0.10, 3.17, 4.63)
H (1.06, 3.05, 4.13)
H (0.16, 2.84, 5.66)
H (-0.21, 4.21, 4.60)
H (0.98, -0.85, 3.70)
H (1.46, 0.84, 3.62)
H (-0.11, 1.06, 1.57)
C (2.69, 2.68, -3.57)
H (2.65, 2.50, -4.64)
H (2.42, 3.71, -3.37)
H (3.72, 2.52, -3.24)
H (0.46, 3.18, -2.07)
H (0.06, 1.45, -1.65)

Computed properties:
* ΔE to the lowest compared entry with this formula, charge and spin: 0.00 kJ/mol
* spin multiplicity: 1
* calculated total energy: -1772.9378 hartree
* SMILES: C=C(C)CSc1nnc([C@H](CCSC)NC(=O)OC(C)(C)C)o1
* net charge: 0

How positive or negative is each atom? The Mulliken charges in e answer that:
1. C -0.903
2. C 1.155
3. C -0.195
4. H 0.521
5. H -0.275
6. S -0.197
7. C 0.454
8. N -0.728
9. N -0.230
10. C -0.172
11. O 0.064
12. C 0.508
13. N -0.012
14. C 0.644
15. O -0.683
16. O -0.534
17. C 1.733
18. C -1.655
19. H 0.379
20. H 0.329
21. H 0.479
22. C -1.779
23. H 0.411
24. H 0.407
25. H 0.419
26. C -1.582
27. H 0.311
28. H 0.350
29. H 0.512
30. H 0.284
31. C -1.039
32. C -0.766
33. H 0.475
34. H 0.386
35. S -0.104
36. C -0.826
37. H 0.262
38. H 0.255
39. H 0.360
40. H 0.424
41. H 0.353
42. H 0.278
43. C -1.411
44. H 0.312
45. H 0.372
46. H 0.321
47. H 0.235
48. H 0.097



5.
Here is a cluster of 2 separate species, C15H25N5O3 in total at a distorted geometry from the OMol25 dataset. Energies are from wB97M-V/def2-TZVPD.

Positions of all 48 atoms, in Å:
O (-1.61, 0.72, 1.82)
O (6.02, -2.25, -1.81)
O (2.11, 0.72, -0.39)
N (-0.71, 3.68, -2.58)
C (-2.72, 1.07, 1.48)
C (4.95, -2.71, -2.18)
C (2.48, -0.43, -0.59)
C (-0.12, 3.17, -1.48)
C (-2.02, 3.47, -2.74)
C (-0.83, 2.46, -0.51)
C (-2.79, 2.76, -1.82)
C (-2.20, 2.24, -0.67)
N (-3.03, 1.58, 0.24)
N (1.85, -1.39, 0.10)
N (-3.80, 0.86, 2.31)
N (3.79, -2.06, -2.09)
C (4.90, -4.10, -2.77)
C (2.14, -2.82, 0.21)
C (-3.62, 1.50, 4.65)
C (-4.94, -0.52, 3.94)
C (-3.71, 0.34, 3.66)
C (3.52, 0.21, -2.85)
C (3.63, -0.69, -1.61)
H (0.95, 3.33, -1.33)
H (-2.51, 3.87, -3.63)
H (-0.28, 2.10, 0.35)
H (-3.85, 2.63, -2.01)
H (-4.01, 1.61, 0.03)
H (1.10, -1.04, 0.68)
H (-4.68, 1.28, 2.03)
H (2.96, -2.52, -2.43)
H (4.21, -4.71, -2.19)
H (4.57, -4.04, -3.80)
H (5.89, -4.54, -2.72)
H (1.83, -3.35, -0.69)
H (3.21, -2.98, 0.38)
H (1.59, -3.24, 1.06)
H (-2.73, 2.10, 4.44)
H (-4.50, 2.14, 4.58)
H (-3.54, 1.12, 5.67)
H (-5.00, -1.35, 3.22)
H (-4.90, -0.93, 4.95)
H (-5.86, 0.08, 3.84)
H (-2.82, -0.30, 3.77)
H (3.52, 1.26, -2.55)
H (2.60, -0.01, -3.39)
H (4.38, 0.05, -3.50)
H (4.55, -0.40, -1.08)

Computed properties:
* ΔE to the lowest compared entry with this formula, charge and spin: 31.27 kJ/mol
* spin multiplicity: 1
* calculated total energy: -1086.1357 hartree
* SMILES: CNC(=O)[C@H](C)NC(C)=O.CC(C)NC(=O)Nc1ccncc1
* net charge: 0

How positive or negative is each atom? The Mulliken charges in e answer that:
1. O -0.649
2. O -0.657
3. O -0.644
4. N -0.642
5. C 0.505
6. C 0.716
7. C 0.140
8. C -0.376
9. C -0.426
10. C -0.269
11. C -0.417
12. C 0.744
13. N -0.115
14. N -0.103
15. N -0.270
16. N -0.251
17. C -1.140
18. C -0.790
19. C -1.338
20. C -1.436
21. C 0.396
22. C -1.408
23. C 0.478
24. H 0.395
25. H 0.334
26. H 0.372
27. H 0.307
28. H 0.201
29. H 0.249
30. H 0.270
31. H 0.325
32. H 0.312
33. H 0.308
34. H 0.315
35. H 0.213
36. H 0.261
37. H 0.356
38. H 0.350
39. H 0.300
40. H 0.385
41. H 0.366
42. H 0.400
43. H 0.342
44. H 0.268
45. H 0.342
46. H 0.351
47. H 0.391
48. H 0.237